# 1
The following is a DFT calculation (ωB97M-V with the def2-TZVPD basis set) of a 4-piece molecular cluster, C2H14N2O3 overall in a non-equilibrium geometry.

F_max	1.9	eV/Å
Kohn-Sham gap	10.6	eV
spin multiplicity	1
LUMO energy	0.783	eV
highest occupied orbital energy	-0.3600	Ha
DFT total energy	-419.81108	hartree

Atoms and positions in Å:
N: -1.30234 -0.55502 1.37116
C: -0.20182 -0.94309 0.45410
C: -0.68006 -0.70451 -0.96698
N: 0.41900 -0.26878 -1.85518
H: -1.23642 -1.02236 2.26489
H: -2.22321 -0.81542 1.06336
H: 0.01389 -1.98563 0.65405
H: 0.68040 -0.34195 0.66725
H: -1.02811 -1.61300 -1.45226
H: -1.43813 0.06618 -0.98462
H: 0.09885 -0.22622 -2.81571
H: 0.89055 0.61772 -1.71178
H: 1.54587 -1.77230 -1.37524
H: 2.24546 -3.07351 -1.82400
O: 1.74472 -2.68918 -1.10067
H: 2.62582 2.89006 1.20809
H: 1.12105 2.93970 0.80890
O: 2.00100 3.24754 0.57050
H: -2.40479 2.61232 1.83095
H: -1.33913 1.34176 1.57771
O: -1.53259 2.29568 1.61549

=====

# 2
The following is a DFT calculation (ωB97M-V with the def2-TZVPD basis set) of one molecule with the formula C4H6O in a non-equilibrium geometry.

F_max	2.2	eV/Å
Kohn-Sham gap	10.2	eV
spin multiplicity	1
LUMO energy	1.102	eV
highest occupied orbital energy	-0.3348	Ha
DFT total energy	-231.19916	hartree

Atoms and positions in Å:
C: -1.27093 -0.26285 0.01792
C: 0.97669 -0.75141 0.00470
C: 0.83300 0.73191 -0.09423
C: -0.46639 0.99510 -0.14269
H: -1.99981 -0.41579 -0.81130
H: -1.77242 -0.29822 1.06065
H: 1.52160 -0.91298 0.96750
H: 1.62815 -1.21389 -0.76663
H: 1.70085 1.39261 -0.05366
H: -0.84928 2.04423 -0.02098
O: -0.30144 -1.30872 -0.16129

=====

# 3
The following is a DFT calculation (ωB97M-V with the def2-TZVPD basis set) of one molecule with the formula C3H2OS in a non-equilibrium geometry.

F_max	5.6	eV/Å
Kohn-Sham gap	9.5	eV
spin multiplicity	1
LUMO energy	-0.117	eV
highest occupied orbital energy	-0.3529	Ha
DFT total energy	-588.79452	hartree

Atoms and positions in Å:
C: 2.22550 0.85137 0.00472
C: -0.67333 0.86524 0.05720
C: 0.53532 1.03004 0.00840
O: 3.32182 1.40453 -0.26253
S: -2.32855 1.23166 0.02824
H: 2.44357 -0.23114 0.36382
H: -2.83465 0.07402 0.67357